1.
C34H38N2O4 | wB97M-V/def2-TZVPD

As for the SMILES: Cc1cc(C)c(N2CCN(c3c(C)cc(C)cc3C)C2C(=C2C(=O)OC(C)(C)OC2=O)c2ccccc2)c(C)c1. Its charge is 0. Its lowest unoccupied orbital energy is -0.0437 Eh. Its spin multiplicity is 1. The calculation puts the max |F| at 5.239 eV Å⁻¹.

Last column: Löwdin charge in e.
Atoms and positions in Å:
C: 5.99 -1.99 3.15  -0.058
C: 4.75 -1.94 2.32  -0.272
C: 4.80 -2.37 0.98  -0.003
C: 3.65 -2.32 0.20  -0.202
C: 3.64 -2.84 -1.22  -0.033
C: 2.48 -1.89 0.87  -0.220
N: 1.32 -1.97 0.10  -0.026
C: 1.27 -0.97 -0.99  -0.088
C: -0.10 -1.18 -1.53  -0.081
N: -0.66 -2.29 -0.73  -0.008
C: -2.04 -2.49 -0.86  -0.179
C: -2.91 -2.02 0.14  -0.195
C: -2.41 -1.28 1.35  -0.039
C: -4.26 -2.30 -0.04  0.003
C: -4.70 -2.94 -1.20  -0.269
C: -6.12 -3.35 -1.33  -0.051
C: -3.82 -3.19 -2.25  -0.002
C: -2.46 -2.97 -2.11  -0.187
C: -1.53 -3.25 -3.26  -0.040
C: 0.14 -2.66 0.32  -0.153
C: -0.14 -4.28 0.87  0.129
C: -1.34 -5.02 0.56  -0.095
C: -2.63 -4.86 1.21  -0.442
O: -2.83 -4.04 2.09  0.069
O: -3.70 -5.67 0.82  0.038
C: -3.43 -7.10 0.90  -0.522
C: -3.35 -7.59 2.34  0.012
C: -4.62 -7.76 0.19  0.009
O: -2.19 -7.33 0.21  0.053
C: -1.23 -6.35 -0.08  -0.434
O: -0.31 -6.67 -0.81  0.090
C: 0.86 -5.15 1.66  -0.106
C: 0.52 -6.41 2.27  0.011
C: 1.40 -7.10 3.14  -0.057
C: 2.72 -6.65 3.36  -0.076
C: 3.12 -5.46 2.73  -0.061
C: 2.20 -4.77 1.92  -0.012
C: 2.41 -1.36 2.17  -0.186
C: 1.12 -0.79 2.69  -0.019
C: 3.58 -1.45 2.91  0.007
H: 5.81 -1.46 4.09  0.078
H: 6.29 -3.02 3.37  0.084
H: 6.81 -1.50 2.61  0.085
H: 5.75 -2.66 0.52  0.130
H: 2.64 -3.15 -1.57  0.086
H: 4.01 -2.06 -1.90  0.089
H: 4.30 -3.71 -1.33  0.094
H: 1.46 0.05 -0.60  0.140
H: 2.06 -1.18 -1.73  0.106
H: -0.08 -1.45 -2.59  0.102
H: -0.74 -0.29 -1.44  0.138
H: -3.26 -1.01 2.00  0.093
H: -1.74 -1.90 1.97  0.042
H: -1.89 -0.34 1.08  0.087
H: -4.97 -2.01 0.74  0.129
H: -6.33 -3.61 -2.37  0.074
H: -6.35 -4.23 -0.72  0.084
H: -6.79 -2.55 -1.02  0.079
H: -4.19 -3.55 -3.20  0.116
H: -2.04 -3.96 -3.94  0.083
H: -1.34 -2.35 -3.87  0.080
H: -0.57 -3.70 -2.98  0.091
H: -0.28 -2.82 1.56  0.186
H: -2.57 -7.05 2.90  0.083
H: -4.30 -7.48 2.88  0.100
H: -3.11 -8.66 2.32  0.099
H: -4.71 -7.41 -0.85  0.092
H: -4.54 -8.85 0.18  0.091
H: -5.55 -7.50 0.70  0.093
H: -0.49 -6.84 2.12  0.102
H: 1.09 -8.04 3.61  0.108
H: 3.43 -7.17 4.00  0.104
H: 4.15 -5.06 2.80  0.105
H: 2.52 -3.83 1.48  0.072
H: 1.29 -0.30 3.65  0.086
H: 0.73 -0.02 2.00  0.091
H: 0.32 -1.53 2.85  0.069
H: 3.60 -1.05 3.92  0.120



2.
C12H19FeN4O13P2 | wB97M-V/def2-TZVPD

Its charge is -2. Its expectation value of S² is 1.152. Its lowest unoccupied orbital energy (alpha / beta) is 0.1273 / 0.1184 Eh. Its spin multiplicity is 2. The calculation puts the max |F| at 4.310 eV Å⁻¹.

Last column: Löwdin charge in e.
Atoms and positions in Å:
Fe: 0.62 0.61 1.09  0.962
N: 1.23 -2.76 0.46  0.002
C: 1.90 -3.08 1.71  -0.206
C: 2.68 -1.97 2.42  -0.527
O: 3.66 -2.29 3.10  -0.018
N: 2.20 -0.70 2.29  0.017
C: 2.89 0.32 2.93  -0.163
C: 3.42 1.36 1.78  -0.629
O: 4.55 1.77 1.96  0.017
O: 2.57 1.57 0.90  -0.021
H: 0.44 -2.14 0.62  0.021
H: 1.85 -2.25 -0.16  0.064
H: 2.61 -3.89 1.54  0.098
H: 1.15 -3.45 2.41  0.110
H: 3.74 -0.03 3.51  0.107
H: 2.21 0.96 3.50  0.091
O: -1.93 1.96 4.43  -0.145
P: -0.46 2.24 3.81  0.209
O: 0.45 2.73 4.85  -0.282
O: -0.09 1.01 3.01  -0.330
O: -0.77 3.43 2.73  -0.253
P: -1.45 3.15 1.29  0.222
O: -2.73 2.19 1.73  -0.174
O: -2.02 4.39 0.71  -0.298
O: -0.51 2.31 0.47  -0.319
H: -2.51 1.75 3.67  0.038
H: -3.49 2.60 1.30  0.067
C: -1.03 -3.10 -2.15  -0.071
C: -2.00 -1.93 -2.32  -0.176
C: -1.29 -0.57 -2.37  -0.304
C: -2.35 0.56 -2.44  -0.161
C: -1.74 1.96 -2.48  -0.064
C: -0.46 -0.50 -3.64  -0.445
O: -0.93 -0.73 -4.75  0.062
N: 0.85 -0.18 -3.47  0.208
C: 1.54 0.02 -2.23  -0.497
O: 2.74 0.20 -2.31  0.079
N: 0.82 -0.05 -1.10  0.160
C: -0.47 -0.39 -1.10  -0.474
O: -1.02 -0.56 -0.01  0.011
H: -1.57 -4.05 -2.16  0.070
H: -0.49 -3.02 -1.20  0.044
H: -0.30 -3.13 -2.96  0.079
H: -2.70 -1.92 -1.49  0.117
H: -2.56 -2.05 -3.25  0.113
H: -2.98 0.47 -1.55  0.120
H: -2.95 0.39 -3.33  0.116
H: -1.21 2.18 -1.55  0.048
H: -2.52 2.71 -2.59  0.077
H: -1.04 2.06 -3.31  0.078
H: 1.43 -0.14 -4.29  0.153



3.
C5H8N5 | wB97M-V/def2-TZVPD

Its charge is +1. Its lowest unoccupied orbital energy (alpha / beta) is -0.2186 / -0.2228 Eh. Its spin multiplicity is 1. The calculation puts the max |F| at 3.839 eV Å⁻¹.

Last column: Löwdin charge in e.
Atoms and positions in Å:
C: -0.66 1.00 -1.54  0.044
C: 0.61 0.85 -1.31  -0.033
C: 1.95 -0.83 -0.13  -0.088
C: -1.71 0.27 -0.72  -0.508
C: 1.22 -0.62 1.85  -0.161
N: 2.10 -1.32 1.02  0.155
N: -2.92 0.27 -1.17  0.251
N: -1.34 -0.44 0.29  0.175
N: 1.11 0.23 -0.17  -0.051
N: 0.53 0.31 1.03  0.095
H: -1.13 1.40 -2.40  0.115
H: 1.38 1.11 -2.01  0.138
H: 2.60 -0.89 -0.94  0.139
H: 0.52 -1.35 2.22  0.143
H: 1.75 -0.05 2.66  0.174
H: -3.66 -0.15 -0.67  0.066
H: -2.21 -0.87 0.73  0.129
H: -0.13 1.10 1.26  0.218



4.
C42H57AsAuNO2P2Si | wB97M-V/def2-TZVPD

Its charge is +2. Its lowest unoccupied orbital energy is -0.2362 Eh. Its spin multiplicity is 1. The calculation puts the max |F| at 1.057 eV Å⁻¹.

Last column: Löwdin charge in e.
Atoms and positions in Å:
Au: -0.04 0.02 0.24  0.791
C: 1.37 3.35 -0.06  -0.268
N: 2.65 2.73 0.21  -0.199
C: 3.01 1.62 -0.64  -0.307
P: 2.27 0.05 -0.08  1.013
C: 3.16 -0.39 1.42  -0.339
C: 3.97 0.54 2.08  -0.067
C: 4.66 0.15 3.22  -0.047
C: 4.53 -1.14 3.71  -0.042
C: 3.71 -2.06 3.06  -0.046
C: 3.02 -1.68 1.92  -0.099
C: 2.73 -1.04 -1.43  -0.367
C: 1.86 -1.21 -2.51  -0.107
C: 2.27 -1.95 -3.60  -0.057
C: 3.53 -2.53 -3.61  -0.051
C: 4.39 -2.37 -2.54  -0.053
C: 4.00 -1.62 -1.44  -0.068
C: 3.69 3.67 0.55  -0.269
C: 3.61 4.33 1.77  -0.027
C: 4.60 5.24 2.12  -0.055
C: 5.65 5.50 1.26  -0.064
C: 5.72 4.85 0.04  -0.055
C: 4.73 3.94 -0.32  -0.021
P: -0.03 2.23 -0.46  0.953
C: -0.19 2.20 -2.26  -0.371
C: 0.79 2.70 -3.11  -0.085
C: 0.60 2.65 -4.49  -0.041
C: -0.56 2.12 -5.02  -0.039
C: -1.55 1.62 -4.17  -0.042
C: -1.36 1.65 -2.80  -0.097
C: -1.41 3.21 0.18  -0.383
C: -1.89 4.27 -0.59  -0.066
C: -2.87 5.11 -0.06  -0.042
C: -3.35 4.90 1.22  -0.039
C: -2.87 3.84 1.98  -0.054
C: -1.91 2.99 1.46  -0.144
H: 1.40 4.06 -0.91  0.114
H: 1.04 3.92 0.81  0.103
H: 4.08 1.44 -0.61  0.116
H: 2.74 1.73 -1.70  0.085
H: 4.08 1.55 1.72  0.089
H: 5.30 0.86 3.72  0.120
H: 5.08 -1.44 4.59  0.120
H: 3.61 -3.06 3.44  0.122
H: 2.39 -2.39 1.40  0.074
H: 0.87 -0.76 -2.49  0.090
H: 1.60 -2.08 -4.44  0.117
H: 3.84 -3.13 -4.46  0.120
H: 5.37 -2.82 -2.55  0.120
H: 4.67 -1.49 -0.60  0.118
H: 2.80 4.11 2.45  0.100
H: 4.54 5.75 3.08  0.114
H: 6.42 6.21 1.54  0.115
H: 6.53 5.06 -0.65  0.115
H: 4.79 3.45 -1.29  0.114
H: 1.69 3.16 -2.73  0.094
H: 1.37 3.04 -5.14  0.121
H: -0.71 2.11 -6.09  0.122
H: -2.46 1.22 -4.58  0.119
H: -2.12 1.27 -2.14  0.052
H: -1.51 4.45 -1.59  0.116
H: -3.25 5.93 -0.66  0.121
H: -4.10 5.56 1.63  0.121
H: -3.24 3.69 2.99  0.121
H: -1.52 2.18 2.06  0.063
C: -3.86 0.62 -0.58  -0.257
As: -2.54 -0.26 0.52  1.094
C: -3.04 -2.09 0.19  -0.259
C: -3.26 0.15 2.27  -0.254
H: -4.81 0.28 -0.19  0.058
H: -3.77 0.32 -1.62  0.032
H: -3.80 1.71 -0.49  0.033
H: -3.88 -2.34 0.83  0.059
H: -2.21 -2.76 0.38  -0.040
H: -3.33 -2.18 -0.85  0.046
H: -3.97 -0.63 2.53  0.054
H: -3.78 1.11 2.19  0.029
H: -2.48 0.21 3.02  0.012
C: -0.87 -3.92 -1.69  -0.150
Si: 0.21 -3.57 -0.21  0.267
C: -0.42 -4.53 1.26  -0.155
C: 1.86 -4.32 -0.62  -0.143
O: 0.31 -1.94 0.10  -0.573
H: -0.71 -4.96 -1.99  0.048
H: -0.61 -3.28 -2.53  0.031
H: -1.94 -3.81 -1.50  0.011
H: -0.30 -5.59 1.07  0.051
H: -1.48 -4.36 1.48  0.025
H: 0.14 -4.28 2.17  0.028
H: 1.69 -5.37 -0.85  0.051
H: 2.58 -4.29 0.20  0.035
H: 2.33 -3.86 -1.49  0.013
C: -1.36 -2.13 3.61  -0.066
C: 0.02 -1.52 3.62  -0.246
O: 0.01 -0.16 3.14  -0.233
C: 0.96 0.60 3.90  -0.254
C: 1.02 2.02 3.41  -0.063
H: -1.31 -3.16 3.96  0.094
H: -1.77 -2.15 2.60  0.033
H: -2.03 -1.57 4.26  0.086
H: 0.71 -2.10 3.00  0.085
H: 0.40 -1.52 4.64  0.127
H: 1.94 0.13 3.84  0.096
H: 0.65 0.58 4.95  0.133
H: 1.26 2.05 2.35  0.034
H: 1.82 2.54 3.94  0.089
H: 0.09 2.56 3.59  0.077



5.
C31H25AsBrN4NiO3 | wB97M-V/def2-TZVPD

Its charge is +1. Its lowest unoccupied orbital energy (alpha / beta) is -0.1048 / -0.1047 Eh. Its spin multiplicity is 1. The calculation puts the max |F| at 0.796 eV Å⁻¹.

Last column: Löwdin charge in e.
Atoms and positions in Å:
Ni: 0.32 -0.12 0.14  0.515
N: 3.95 1.45 -0.12  0.141
C: 4.44 0.17 -0.03  -0.030
C: 3.35 -0.66 -0.04  -0.046
N: 2.23 0.11 -0.15  0.061
C: 2.61 1.37 -0.19  -0.224
C: 1.53 2.34 -0.27  -0.221
N: 0.32 1.82 -0.17  0.054
C: -0.57 2.85 -0.31  -0.067
C: 0.13 4.00 -0.50  -0.035
N: 1.46 3.66 -0.47  0.140
H: 4.51 2.29 -0.10  0.171
H: 5.49 -0.04 0.04  0.127
H: 3.30 -1.73 0.01  0.131
H: -1.63 2.69 -0.24  0.109
H: -0.19 5.02 -0.64  0.126
H: 2.23 4.30 -0.57  0.172
O: -1.55 -0.07 0.31  -0.474
As: -2.64 -1.24 -0.27  1.299
C: -3.90 -0.25 -1.31  -0.293
C: -3.48 0.96 -1.86  -0.095
C: -4.34 1.68 -2.67  -0.065
C: -5.61 1.19 -2.93  -0.063
C: -6.03 -0.01 -2.39  -0.062
C: -5.17 -0.74 -1.58  -0.095
C: -3.50 -2.16 1.15  -0.292
C: -2.76 -3.14 1.82  -0.089
C: -3.31 -3.78 2.91  -0.049
C: -4.60 -3.46 3.33  -0.058
C: -5.33 -2.49 2.66  -0.064
C: -4.78 -1.84 1.57  -0.090
C: -1.72 -2.44 -1.44  -0.304
C: -1.87 -3.81 -1.33  -0.077
C: -1.11 -4.64 -2.15  -0.052
C: -0.22 -4.10 -3.06  -0.058
C: -0.09 -2.72 -3.18  -0.064
C: -0.85 -1.88 -2.36  -0.109
H: -2.49 1.33 -1.64  0.072
H: -4.01 2.61 -3.11  0.109
H: -6.29 1.76 -3.57  0.112
H: -7.02 -0.39 -2.60  0.113
H: -5.49 -1.70 -1.19  0.108
H: -1.77 -3.42 1.48  0.091
H: -2.74 -4.54 3.43  0.117
H: -5.03 -3.96 4.18  0.113
H: -6.33 -2.24 2.99  0.112
H: -5.35 -1.06 1.07  0.098
H: -2.55 -4.25 -0.61  0.103
H: -1.21 -5.72 -2.06  0.114
H: 0.37 -4.75 -3.69  0.111
H: 0.59 -2.29 -3.90  0.109
H: -0.76 -0.81 -2.47  0.100
Br: 2.43 0.26 6.96  0.752
C: 1.94 -0.58 5.34  -0.693
C: 2.25 -1.92 5.14  -0.108
C: 1.88 -2.53 3.95  -0.007
C: 1.23 -1.81 2.95  -0.127
C: 0.93 -0.48 3.18  -0.031
C: 1.28 0.15 4.37  -0.121
C: 0.87 -2.55 1.69  -0.579
O: 0.86 -3.77 1.69  0.060
O: 0.63 -1.87 0.61  -0.118
H: 2.76 -2.48 5.91  0.105
H: 2.10 -3.58 3.78  0.123
H: 0.38 0.10 2.45  0.086
H: 1.02 1.18 4.55  0.101